No. 1
# C29H68F6N4OP

A cluster of 5 separate species, C29H68F6N4OP in total (ωB97M-V with the def2-TZVPD basis set, OMol25).

Last column: Löwdin charge in e.
Atoms and positions in Å:
1 P 5.24 -7.90 -5.90  0.15
2 F 4.68 -6.79 -7.02  -0.22
3 F 4.21 -7.56 -4.73  -0.16
4 F 4.11 -8.99 -6.50  -0.21
5 F 6.07 -8.92 -4.91  -0.22
6 F 6.26 -8.31 -7.03  -0.17
7 F 6.26 -6.84 -5.30  -0.18
8 C 5.65 -8.51 -13.34  0.06
9 N 5.98 -7.43 -14.45  -0.31
10 C 6.32 -8.11 -15.75  0.00
11 C 4.77 -6.46 -14.66  0.02
12 C 7.11 -6.45 -13.91  -0.05
13 C 8.50 -7.05 -13.62  -0.27
14 O 8.95 -7.50 -14.79  -0.06
15 H 5.03 -9.31 -13.76  0.10
16 H 5.15 -7.93 -12.56  0.11
17 H 6.53 -9.05 -12.99  0.10
18 H 5.42 -8.62 -16.06  0.11
19 H 7.10 -8.85 -15.56  0.10
20 H 6.64 -7.28 -16.38  0.11
21 H 4.88 -5.86 -15.57  0.11
22 H 4.61 -5.83 -13.79  0.10
23 H 3.91 -7.12 -14.76  0.10
24 H 6.67 -6.01 -13.02  0.13
25 H 7.13 -5.63 -14.63  0.14
26 H 8.59 -8.00 -13.08  0.13
27 H 9.17 -6.31 -13.21  0.14
28 H 9.82 -7.90 -14.70  0.12
29 C 5.38 -14.40 1.34  -0.09
30 C 4.28 -13.54 0.73  -0.24
31 C 3.11 -13.29 1.77  -0.12
32 N 2.18 -12.21 1.29  -0.26
33 C 1.78 -12.42 -0.18  0.06
34 C 2.83 -10.77 1.49  -0.05
35 C 1.70 -9.77 1.70  -0.16
36 C 0.51 -10.59 2.14  -0.15
37 C 0.98 -12.08 2.19  -0.09
38 H 5.91 -13.77 2.05  0.08
39 H 6.10 -14.44 0.53  0.08
40 H 5.17 -15.43 1.63  0.09
41 H 3.71 -14.14 0.02  0.10
42 H 4.69 -12.68 0.22  0.11
43 H 3.58 -13.13 2.74  0.13
44 H 2.54 -14.22 1.74  0.14
45 H 1.33 -13.40 -0.31  0.12
46 H 2.72 -12.24 -0.71  0.10
47 H 0.99 -11.69 -0.33  0.11
48 H 3.39 -10.53 0.58  0.14
49 H 3.28 -10.74 2.47  0.14
50 H 1.45 -9.17 0.82  0.12
51 H 1.87 -9.11 2.56  0.12
52 H -0.37 -10.59 1.50  0.11
53 H 0.17 -10.21 3.11  0.12
54 H 0.23 -12.87 2.13  0.15
55 H 1.49 -12.13 3.15  0.13
56 C 0.06 5.94 -3.02  -0.07
57 C 0.15 4.63 -3.83  -0.25
58 C 0.06 3.32 -3.06  -0.12
59 N 0.40 2.10 -3.92  -0.23
60 C -0.69 1.87 -4.96  0.04
61 C 1.77 1.91 -4.58  -0.10
62 C 1.96 0.43 -4.74  -0.17
63 C 1.02 -0.33 -3.78  -0.14
64 C 0.32 0.81 -3.00  -0.08
65 H 0.49 5.83 -2.03  0.07
66 H -1.02 6.03 -2.87  0.09
67 H 0.66 6.75 -3.42  0.09
68 H 0.96 4.68 -4.56  0.11
69 H -0.75 4.67 -4.44  0.10
70 H -0.92 3.18 -2.63  0.15
71 H 0.86 3.38 -2.32  0.13
72 H -0.72 2.73 -5.63  0.11
73 H -1.59 1.75 -4.35  0.11
74 H -0.39 0.95 -5.46  0.10
75 H 1.97 2.40 -5.53  0.14
76 H 2.47 2.22 -3.80  0.14
77 H 1.80 0.21 -5.79  0.12
78 H 2.97 0.08 -4.55  0.13
79 H 0.26 -0.90 -4.32  0.11
80 H 1.38 -0.98 -2.99  0.12
81 H -0.72 0.49 -2.96  0.13
82 H 0.88 0.84 -2.06  0.14
83 C 12.96 -8.98 0.73  -0.09
84 C 12.88 -8.80 -0.84  -0.20
85 C 12.53 -10.16 -1.56  -0.08
86 N 13.43 -10.31 -2.81  -0.24
87 C 14.84 -10.67 -2.36  0.04
88 C 13.31 -9.06 -3.85  -0.07
89 C 13.68 -9.60 -5.11  -0.23
90 C 13.42 -11.07 -5.19  -0.11
91 C 12.87 -11.36 -3.73  -0.09
92 H 13.89 -9.38 1.13  0.07
93 H 12.19 -9.60 1.16  0.07
94 H 12.86 -8.01 1.22  0.07
95 H 13.73 -8.23 -1.22  0.10
96 H 12.07 -8.08 -0.92  0.11
97 H 11.51 -10.10 -1.92  0.13
98 H 12.67 -11.01 -0.89  0.13
99 H 15.51 -10.66 -3.23  0.11
100 H 14.89 -11.73 -2.11  0.11
101 H 15.09 -10.17 -1.43  0.11
102 H 13.92 -8.25 -3.45  0.14
103 H 12.24 -8.85 -3.88  0.15
104 H 14.73 -9.45 -5.36  0.13
105 H 13.06 -9.03 -5.80  0.14
106 H 14.37 -11.51 -5.49  0.12
107 H 12.72 -11.27 -6.00  0.12
108 H 13.05 -12.33 -3.28  0.14
109 H 11.81 -11.16 -3.80  0.13

## Properties
Lowest unoccupied orbital energy = -4.07 eV
Net charge = +3
ΔE to the lowest compared entry with this formula, charge and spin = 0.427 eV
Kohn-Sham gap = 10.0 eV

No. 2
# C3H2CsMgO3

A structure of composition C3H2CsMgO3 (ωB97M-V with the def2-TZVPD basis set, OMol25).

Last column: Löwdin charge in e.
Atoms and positions in Å:
1 C -1.48 0.81 -1.12  -0.24
2 C -0.28 0.36 -0.44  -0.21
3 O -0.27 0.65 0.94  -0.07
4 C 0.54 -0.04 1.77  -0.14
5 O 1.01 -1.12 1.33  0.01
6 O -1.60 0.45 -2.35  -0.43
7 Cs 2.89 -1.83 5.51  0.96
8 H -0.03 -0.69 -0.66  0.13
9 H 0.01 1.45 -1.04  0.21
10 Mg -0.77 -0.03 -3.94  0.78

## Properties
Lowest unoccupied orbital energy (alpha / beta) = -3.88 / -4.41 eV
Net charge = +1
ΔE to the lowest compared entry with this formula, charge and spin = 2.548 eV
Kohn-Sham gap (alpha / beta) = 5.5 / 4.6 eV

No. 3
# C58H36BiI5N6O2

A structure of composition C58H36BiI5N6O2 (ωB97M-V with the def2-TZVPD basis set, OMol25).

Last column: Löwdin charge in e.
Atoms and positions in Å:
1 Bi 0.34 0.63 0.82  1.94
2 I -4.55 -6.72 -4.16  0.87
3 C -3.48 -5.27 -3.11  -0.75
4 C -4.16 -4.21 -2.52  -0.14
5 C -3.43 -3.24 -1.84  -0.02
6 C -2.05 -3.32 -1.71  -0.18
7 C -1.40 -4.40 -2.31  -0.06
8 C -2.10 -5.36 -3.01  -0.14
9 C -1.34 -2.23 -0.96  -0.08
10 C -1.64 -2.05 0.37  -0.17
11 C -2.36 -3.09 1.22  -0.09
12 C -2.11 -2.54 2.64  -0.12
13 C -1.81 -1.10 2.41  -0.24
14 C -2.12 -0.08 3.25  -0.10
15 C -2.73 -0.43 4.57  -0.20
16 C -4.07 -0.16 4.83  -0.04
17 C -4.66 -0.52 6.03  -0.14
18 C -3.89 -1.15 7.00  -0.75
19 I -4.76 -1.68 8.82  0.87
20 C -2.56 -1.43 6.77  -0.14
21 C -1.98 -1.07 5.56  -0.03
22 C -2.08 1.32 2.88  -0.24
23 N -1.51 1.78 1.76  -0.05
24 C -1.79 3.15 1.69  -0.24
25 C -1.34 4.01 0.72  -0.05
26 C -1.83 5.41 0.77  -0.20
27 C -0.94 6.46 0.98  -0.03
28 C -1.38 7.77 1.05  -0.14
29 C -2.74 8.04 0.89  -0.75
30 I -3.41 10.00 0.97  0.88
31 C -3.64 7.01 0.68  -0.14
32 C -3.18 5.70 0.62  -0.02
33 C -0.46 3.69 -0.34  -0.23
34 C -0.04 4.57 -1.36  0.01
35 C 0.85 3.87 -2.16  0.00
36 C 0.93 2.57 -1.62  -0.26
37 N 0.15 2.47 -0.53  -0.05
38 C 1.52 1.45 -2.34  -0.04
39 C 1.00 0.19 -2.27  -0.23
40 C 1.08 -0.86 -3.26  0.02
41 C 0.13 -1.77 -2.96  0.02
42 C -0.44 -1.40 -1.68  -0.20
43 N 0.09 -0.23 -1.28  -0.02
44 C 2.62 1.81 -3.26  -0.17
45 C 2.72 1.43 -4.60  -0.03
46 C 3.84 1.75 -5.35  -0.14
47 C 4.87 2.48 -4.78  -0.74
48 I 6.56 2.93 -5.90  0.87
49 C 4.78 2.91 -3.47  -0.13
50 C 3.65 2.59 -2.73  -0.04
51 C -2.56 3.51 2.85  0.01
52 C -2.72 2.38 3.60  0.00
53 N -1.33 -0.96 1.11  -0.04
54 H -5.23 -4.12 -2.61  0.09
55 H -3.95 -2.40 -1.40  0.13
56 H -0.33 -4.49 -2.22  0.11
57 H -1.58 -6.19 -3.47  0.10
58 H -3.38 -3.25 0.89  0.15
59 H -2.88 -2.74 3.38  0.16
60 H -4.68 0.31 4.06  0.12
61 H -5.71 -0.31 6.21  0.09
62 H -1.96 -1.93 7.52  0.10
63 H -0.94 -1.29 5.38  0.04
64 H 0.11 6.25 1.11  0.13
65 H -0.68 8.57 1.22  0.10
66 H -4.69 7.22 0.55  0.09
67 H -3.88 4.89 0.46  0.13
68 H -0.38 5.57 -1.51  0.11
69 H 1.35 4.21 -3.05  0.12
70 H 1.72 -0.88 -4.12  0.11
71 H -0.14 -2.63 -3.54  0.11
72 H 1.91 0.92 -5.09  0.11
73 H 3.89 1.44 -6.39  0.09
74 H 5.58 3.48 -3.02  0.10
75 H 3.60 2.90 -1.70  0.11
76 H -2.91 4.50 3.08  0.12
77 H -3.21 2.29 4.55  0.11
78 C 5.17 1.67 0.09  -0.04
79 C 4.80 0.47 -0.73  -0.28
80 N 5.60 0.10 -1.69  0.12
81 C 5.31 -1.03 -2.38  -0.10
82 C 4.28 -1.86 -2.06  -0.17
83 C 4.12 -3.16 -2.79  -0.22
84 O 4.71 -4.27 -2.11  -0.05
85 C 3.43 -1.51 -0.98  -0.09
86 C 2.47 -2.47 -0.47  -0.08
87 N 1.93 -2.35 0.68  0.06
88 C 0.97 -3.25 1.15  -0.35
89 C 0.54 -4.45 0.40  -0.02
90 C -0.63 -5.02 0.64  -0.04
91 C -1.55 -4.37 1.61  -0.16
92 C -0.90 -3.56 2.78  -0.20
93 C 0.41 -3.00 2.34  -0.58
94 I 1.39 -1.65 3.60  1.03
95 C 3.58 -0.23 -0.39  -0.33
96 O 2.72 0.33 0.38  -0.29
97 H 6.00 2.19 -0.38  0.08
98 H 5.45 1.38 1.10  0.09
99 H 4.32 2.36 0.20  0.06
100 H 5.98 -1.26 -3.21  0.11
101 H 4.62 -3.10 -3.76  0.12
102 H 3.06 -3.37 -2.99  0.10
103 H 4.58 -4.14 -1.17  0.08
104 H 2.27 -3.35 -1.10  0.11
105 H 1.24 -4.88 -0.31  0.11
106 H -0.93 -5.93 0.14  0.12
107 H -2.27 -5.08 2.01  0.15
108 H -0.84 -4.05 3.75  0.14

## Properties
Lowest unoccupied orbital energy = -1.70 eV
ΔE to the lowest compared entry with this formula, charge and spin = 1.976 eV
Kohn-Sham gap = 5.5 eV

No. 4
# C6H12O12S3

A structure of composition C6H12O12S3 (ωB97M-V with the def2-TZVPD basis set, OMol25).

Last column: Löwdin charge in e.
Atoms and positions in Å:
1 C -0.14 -2.20 -2.66  -0.13
2 C 1.07 -1.21 -2.52  -0.16
3 O 1.63 -1.48 -1.23  -0.18
4 S 1.46 -3.05 -1.03  0.56
5 O 1.53 -3.38 0.33  -0.19
6 O 2.24 -3.73 -2.00  -0.21
7 O -0.05 -3.05 -1.49  -0.19
8 H 0.01 -2.81 -3.54  0.13
9 H -1.09 -1.68 -2.62  0.11
10 H 0.78 -0.16 -2.58  0.12
11 H 1.80 -1.42 -3.29  0.12
12 C 1.22 -0.30 4.29  -0.14
13 C 0.68 0.75 3.30  -0.14
14 O 1.80 1.55 2.90  -0.19
15 S 3.16 0.95 3.46  0.56
16 O 3.99 1.97 3.94  -0.20
17 O 3.65 0.01 2.53  -0.21
18 O 2.50 0.22 4.70  -0.19
19 H 1.33 -1.30 3.88  0.13
20 H 0.62 -0.35 5.20  0.13
21 H -0.06 1.39 3.78  0.13
22 H 0.25 0.33 2.40  0.12
23 C -3.42 2.46 -1.80  -0.15
24 C -2.19 2.03 -2.63  -0.14
25 O -1.67 0.85 -2.02  -0.21
26 S -2.20 0.72 -0.52  0.57
27 O -1.36 1.47 0.32  -0.20
28 O -2.50 -0.62 -0.21  -0.19
29 O -3.57 1.49 -0.77  -0.17
30 H -4.33 2.50 -2.39  0.13
31 H -3.28 3.45 -1.36  0.13
32 H -1.46 2.84 -2.68  0.13
33 H -2.43 1.77 -3.66  0.13

## Properties
Lowest unoccupied orbital energy = 0.08 eV
ΔE to the lowest compared entry with this formula, charge and spin = 0.493 eV
Kohn-Sham gap = 10.9 eV

No. 5
# C17H21BCl2F16O5

A cluster of 3 separate species, C17H21BCl2F16O5 in total (ωB97M-V with the def2-TZVPD basis set, OMol25).

Last column: Löwdin charge in e.
Atoms and positions in Å:
1 C 4.33 3.08 -2.70  -0.11
2 C 3.80 2.93 -4.25  -0.35
3 O 4.08 4.25 -4.91  -0.18
4 C 2.17 2.57 -4.35  -0.15
5 B 1.89 1.18 -3.54  -0.69
6 C 2.78 -0.01 -4.33  -0.44
7 O 3.11 -1.14 -3.68  -0.23
8 O 3.19 0.08 -5.75  -0.34
9 C 0.36 0.64 -3.47  -0.52
10 Cl -0.08 0.31 -1.66  0.64
11 C -0.82 1.58 -4.09  -0.67
12 C -1.04 3.03 -3.31  -0.17
13 Cl -0.75 1.77 -5.97  0.46
14 H 5.27 3.78 -2.71  0.06
15 H 4.68 2.02 -2.33  0.08
16 H 3.54 3.54 -1.96  0.08
17 H 4.47 2.15 -4.81  0.14
18 H 3.29 4.51 -5.47  0.08
19 H 1.97 2.46 -5.52  0.09
20 H 1.63 3.52 -3.94  0.08
21 H 2.32 1.17 -2.42  0.06
22 H 0.31 -0.44 -3.98  0.13
23 H -1.84 0.99 -3.91  0.09
24 H -1.95 2.90 -2.56  0.07
25 H -0.13 3.36 -2.65  0.07
26 H -1.38 3.89 -4.06  0.07
27 C 2.29 -4.30 1.12  -0.06
28 C 3.18 -3.60 2.15  -0.43
29 C 2.51 -3.30 3.49  -0.30
30 F 1.46 -2.47 3.36  0.08
31 F 3.38 -2.68 4.33  0.08
32 F 3.71 -2.48 1.60  0.14
33 F 4.25 -4.43 2.39  0.09
34 O 1.67 -3.46 0.14  0.05
35 C 0.45 -2.84 0.55  -0.47
36 C 0.56 -1.31 0.60  -0.35
37 F 1.52 -0.90 1.46  0.08
38 F -0.61 -0.75 1.03  0.04
39 F 0.04 -3.38 1.72  0.10
40 F -0.47 -3.20 -0.38  0.14
41 H 2.94 -4.96 0.54  0.15
42 H 1.56 -4.98 1.59  0.14
43 H 2.18 -4.22 3.98  0.17
44 H 0.79 -0.90 -0.38  0.02
45 C -3.37 -0.96 3.12  -0.05
46 C -3.78 0.26 2.29  -0.43
47 C -3.42 1.61 2.90  -0.29
48 F -4.03 1.81 4.09  0.07
49 F -3.83 2.63 2.09  0.09
50 F -5.11 0.18 2.00  0.12
51 F -3.14 0.16 1.08  0.11
52 O -4.40 -1.54 3.93  0.03
53 C -4.58 -0.93 5.21  -0.48
54 C -5.97 -0.29 5.36  -0.27
55 F -6.19 0.67 4.42  0.09
56 F -6.09 0.32 6.57  0.09
57 F -3.57 -0.06 5.44  0.12
58 F -4.43 -1.92 6.12  0.13
59 H -3.12 -1.75 2.40  0.15
60 H -2.45 -0.80 3.68  0.15
61 H -2.34 1.71 3.04  0.18
62 H -6.76 -1.04 5.28  0.17

## Properties
Lowest unoccupied orbital energy = 3.28 eV
Net charge = -2
ΔE to the lowest compared entry with this formula, charge and spin = 4.769 eV
Kohn-Sham gap = 3.4 eV

No. 6
# C4H5FN2

An isolated molecule of C4H5FN2 (ωB97M-V with the def2-TZVPD basis set, OMol25).

Last column: Löwdin charge in e.
Atoms and positions in Å:
1 F -1.57 1.21 1.34  -0.06
2 C -0.24 1.50 0.99  -0.15
3 C 0.19 0.48 0.02  -0.29
4 N 0.45 0.84 -1.20  0.09
5 N 0.49 -0.34 -2.04  0.04
6 C 0.25 -1.35 -1.32  -0.18
7 C 0.07 -1.05 0.12  -0.09
8 H 0.43 1.37 1.91  0.14
9 H -0.11 2.56 0.61  0.14
10 H 0.31 -2.43 -1.59  0.12
11 H 0.71 -1.53 0.81  0.11
12 H -0.97 -1.25 0.35  0.13

## Properties
Lowest unoccupied orbital energy = 0.53 eV
ΔE to the lowest compared entry with this formula, charge and spin = 2.094 eV
Kohn-Sham gap = 11.0 eV

No. 7
# C8H19P

An isolated molecule of C8H19P (ωB97M-V with the def2-TZVPD basis set, OMol25).

Last column: Löwdin charge in e.
Atoms and positions in Å:
1 C -0.36 -2.13 -0.79  -0.23
2 C -0.24 -0.67 -0.75  -0.51
3 P 1.47 -0.29 -0.51  0.94
4 C 2.26 1.44 -1.04  -0.20
5 C 2.28 -0.37 1.24  -0.25
6 C -1.19 0.18 0.07  -0.63
7 C -1.13 -0.13 1.57  -0.10
8 C -2.56 -0.10 -0.63  -0.06
9 C -1.06 1.78 -0.05  -0.05
10 H -0.71 -2.68 0.09  0.07
11 H -1.08 -2.47 -1.68  0.11
12 H 0.52 -2.60 -1.18  0.03
13 H 2.49 -1.11 -1.29  0.06
14 H 2.10 1.71 -2.08  0.04
15 H 1.92 2.14 -0.32  0.00
16 H 3.29 1.27 -0.91  0.00
17 H 1.52 0.14 1.88  0.00
18 H 2.25 -1.42 1.60  0.04
19 H 3.28 0.17 1.46  0.06
20 H -1.33 -1.23 1.80  0.09
21 H -2.02 0.43 2.17  0.12
22 H -0.19 0.18 2.11  0.05
23 H -3.29 0.70 -0.45  0.08
24 H -2.94 -1.09 -0.32  0.09
25 H -2.32 -0.06 -1.64  0.05
26 H -0.16 2.10 0.55  0.07
27 H -0.87 1.80 -1.10  0.07
28 H -1.92 2.31 0.21  0.05

## Properties
Lowest unoccupied orbital energy = 0.85 eV
ΔE to the lowest compared entry with this formula, charge and spin = 1.252 eV
Kohn-Sham gap = 7.6 eV

No. 8
# C2H5AlO3

A structure of composition C2H5AlO3 (ωB97M-V with the def2-TZVPD basis set, OMol25).

Last column: Löwdin charge in e.
Atoms and positions in Å:
1 H 1.69 0.65 3.09  0.19
2 O 1.10 -0.44 1.50  0.08
3 O -0.21 -0.15 1.83  0.04
4 C 1.97 0.12 2.17  0.35
5 H 3.00 -0.16 1.92  0.19
6 Al -1.07 -0.43 0.46  1.01
7 O -1.43 -0.55 -1.01  -0.13
8 C -1.30 0.09 -2.22  -0.09
9 H -1.56 -0.58 -3.06  0.12
10 H -1.94 0.98 -2.29  0.12
11 H -0.25 0.46 -2.40  0.12

## Properties
Lowest unoccupied orbital energy = -11.51 eV
Net charge = +2
ΔE to the lowest compared entry with this formula, charge and spin = 0.000 eV
Kohn-Sham gap = 8.5 eV

| no. | E_tot (hartree) |
| --- | --- |
| 1 | -2379.76018 |
| 2 | -561.03819 |
| 3 | -4413.88879 |
| 4 | -2333.18915 |
| 5 | -3579.53163 |
| 6 | -364.72636 |
| 7 | -657.41979 |
| 8 | -546.49598 |